*w*
The following is a DFT calculation (ωB97M-V/def2-TZVPD) of CHN3O3 in the gas phase.

ORCA input file:
```
! wB97M-V def2-TZVPD RIJCOSX def2/J DEFGRID3
* xyz 0 1
O -2.75389 -0.73002 0.01670
C -1.59275 -0.76210 0.01143
N -0.44668 -1.15400 -0.04026
N 0.89366 -0.35867 -0.21596
N 0.81248 0.98944 0.00018
O -0.33798 1.40401 0.27415
O 1.79032 1.62981 -0.08498
H 1.63485 -1.01846 0.03873
*
```

Properties
Frontier orbital gap   10.66 eV
SMILES   O=C=NN[N+](=O)[O-]

***

*x*
The following is a DFT calculation (ωB97M-V/def2-TZVPD) of CHN3O3 in the gas phase.

ORCA input file:
```
! wB97M-V def2-TZVPD RIJCOSX def2/J DEFGRID3
* xyz 0 1
C 1.21418 -0.39301 -0.11742
N 0.07422 -1.24267 -0.01038
N 1.99223 0.45888 0.02808
N -1.03914 -0.69520 0.00079
O 2.91825 1.17048 -0.01412
O -1.11941 0.74663 -0.05661
O -2.09122 -1.23411 -0.02148
H -1.94912 1.18899 0.19113
*
```

Properties
Frontier orbital gap (spin up / spin down)   9.21 / 9.21 eV

***

Short version: *w* is the most stable of them.

***

*w*
The following is a DFT calculation (ωB97M-V/def2-TZVPD) of 2 unconnected molecules or ions with the total composition C2H10NOS.

ORCA input file:
```
! wB97M-V def2-TZVPD RIJCOSX def2/J DEFGRID3
* xyz 1 1
C 0.75919 0.37972 -0.44128
C -0.04263 1.66344 -0.50596
S -1.30307 1.49138 0.79363
N -0.15907 -0.78656 -0.64386
H 1.33741 0.26503 0.47547
H 1.48523 0.33546 -1.24997
H -0.24833 1.93927 -1.55532
H 0.49271 2.55233 -0.17242
H -2.36521 2.20630 0.47975
H -1.19347 -0.74251 -0.69409
H 0.06458 -1.65902 -0.09328
H -0.01092 -1.08259 -1.62221
H 0.93597 -2.40477 1.25886
H 0.22985 -1.91641 2.43479
O 0.01777 -2.24110 1.53589
*
```

Properties
Frontier orbital gap   9.78 eV

***

*x*
The following is a DFT calculation (ωB97M-V/def2-TZVPD) of 2 unconnected molecules or ions with the total composition C2H10NOS.

ORCA input file:
```
! wB97M-V def2-TZVPD RIJCOSX def2/J DEFGRID3
* xyz 1 1
C 0.30289 0.24823 -0.93827
C -0.64009 1.34110 -0.43828
S -0.99023 1.49424 1.35140
N -0.19289 -1.17596 -0.87618
H 1.22377 0.43439 -0.33905
H 0.67455 0.41228 -1.95150
H -1.66489 1.12613 -0.77888
H -0.31941 2.34214 -0.74948
H -0.01662 2.43082 1.57523
H -1.20309 -1.11860 -0.75894
H 0.28389 -1.65395 -0.05270
H 0.05998 -1.66802 -1.72952
H 1.58385 -1.31065 1.70764
H 0.22765 -1.34136 2.41408
O 0.67064 -1.56079 1.56446
*
```

Properties
Frontier orbital gap   9.80 eV

***

*y*
The following is a DFT calculation (ωB97M-V/def2-TZVPD) of 2 unconnected molecules or ions with the total composition C2H10NOS.

ORCA input file:
```
! wB97M-V def2-TZVPD RIJCOSX def2/J DEFGRID3
* xyz 1 1
C 0.00221 -0.07916 -0.57926
C 1.05061 -1.05737 -0.99880
S 1.83977 -0.88372 -2.65468
N -0.97017 -0.54452 0.62523
H 0.45268 0.97117 -0.34963
H -0.85210 0.12507 -1.26125
H 1.80591 -0.91099 -0.15791
H 0.77271 -2.08172 -0.97386
H 1.39195 0.34316 -2.60692
H -0.94259 -1.51826 0.97781
H -0.56988 -0.13092 1.52003
H -2.01680 -0.53997 0.47082
H -0.44928 1.62291 2.59386
H -0.76136 2.78444 1.62844
O -0.75366 1.89988 1.76613
*
```

Properties
Frontier orbital gap   9.00 eV

***

Short version: *x* is the most stable of them.

***

*w*
The following is a DFT calculation (ωB97M-V/def2-TZVPD) of a molecular structure, C30H34Cl2MoN5O3P2S4.

ORCA input file:
```
! wB97M-V def2-TZVPD RIJCOSX def2/J DEFGRID3
* xyz 1 1
Mo -0.72867 -0.68010 -0.17364
O 0.65875 -2.45870 2.00706
N 0.07656 -1.16919 1.88393
C -0.00151 -0.66385 3.05589
C -0.50427 0.63466 3.47428
C -0.62208 0.77572 4.86145
C -1.04144 1.96512 5.42433
C -1.31274 3.04234 4.59608
C -1.18346 2.91631 3.22067
C -0.80808 1.71220 2.63372
P -0.48491 1.63316 0.82894
C -1.57883 2.90726 0.12671
C -2.86280 3.12063 0.62957
C -3.70691 4.04183 0.02998
C -3.28253 4.75677 -1.08014
C -2.00909 4.54954 -1.58901
C -1.16117 3.63000 -0.99188
C 1.18314 2.37489 0.88912
C 2.26732 1.50672 0.99038
C 3.54752 2.00107 1.18238
C 3.75529 3.37029 1.26546
C 2.68015 4.24040 1.15429
C 1.39653 3.74709 0.97290
H -0.03858 -3.03917 1.63260
H 0.33162 -1.31099 3.86234
H -0.38058 -0.06498 5.50017
H -1.13828 2.05636 6.49723
H -1.61802 3.99069 5.01813
H -1.37938 3.77675 2.59670
H -3.21615 2.56276 1.48551
H -4.70020 4.19569 0.43035
H -3.94327 5.47488 -1.54757
H -1.66995 5.10262 -2.45470
H -0.17207 3.47596 -1.40048
H 2.10308 0.43973 0.87835
H 4.38768 1.32037 1.24697
H 4.75438 3.76053 1.40768
H 2.83948 5.30913 1.20929
H 0.56601 4.43692 0.89650
C -5.37686 -1.14979 -0.18469
C -3.90677 -1.43797 -0.01586
S -2.88049 -0.05424 0.23381
C -3.38219 -2.67890 -0.02350
C -4.17839 -3.93000 -0.24769
S -1.67474 -2.89516 0.24344
H -5.56537 -0.07939 -0.12245
H -5.97302 -1.64279 0.58497
H -5.73281 -1.49079 -1.15813
H -5.24788 -3.74048 -0.18447
H -3.91825 -4.69174 0.48849
H -3.96649 -4.34228 -1.23683
S -1.40093 -1.54024 -2.34613
C -0.53641 -0.69156 -3.59526
C -0.61289 -1.27478 -4.89674
N -0.68082 -1.88295 -5.87237
C 0.24345 0.36772 -3.29670
S 0.52269 0.82837 -1.65914
C 0.95890 1.10158 -4.29636
N 1.54288 1.71254 -5.07552
N 3.49961 -2.49901 0.59857
C 3.27272 -3.52894 -0.46143
P 1.86843 -2.93534 -1.52340
O 2.33784 -2.70851 -2.91433
O 1.25723 -1.87318 -0.65156
C 0.76945 -4.41403 -1.73849
N 0.19204 -4.26171 -3.10748
H 3.84175 -1.63493 0.16642
H 4.18559 -2.80068 1.28833
H 2.58837 -2.29067 1.05697
H 3.06532 -4.47902 0.02994
H 4.18021 -3.61709 -1.05462
H -0.03926 -4.47733 -1.01295
H 1.37421 -5.32015 -1.72472
H -0.06919 -5.14018 -3.54906
H 0.90393 -3.75748 -3.67399
H -0.63653 -3.64743 -3.04021
Cl 3.98768 0.26000 -1.80836
C 5.71106 -0.06757 -1.86540
Cl 6.29671 -0.84549 -0.35832
H 6.25741 0.86178 -1.96717
H 5.91927 -0.75162 -2.67914
*
```

Properties
Frontier orbital gap (spin up / spin down)   6.40 / 6.40 eV

***

*x*
The following is a DFT calculation (ωB97M-V/def2-TZVPD) of a molecular structure, C30H34Cl2MoN5O3P2S4.

ORCA input file:
```
! wB97M-V def2-TZVPD RIJCOSX def2/J DEFGRID3
* xyz 1 1
Mo 0.88007 -1.57781 -0.26200
O 0.89098 -4.58413 0.11363
N 0.00799 -3.62550 -0.36297
C -1.05548 -4.17682 -0.79720
C -2.24853 -3.56578 -1.37664
C -3.15020 -4.48977 -1.91517
C -4.34497 -4.09459 -2.48159
C -4.67854 -2.74914 -2.50127
C -3.80140 -1.82460 -1.95753
C -2.57871 -2.20573 -1.40489
P -1.54256 -0.87846 -0.68547
C -2.68398 -0.25646 0.60253
C -2.72821 -0.93971 1.81449
C -3.59609 -0.53878 2.82109
C -4.43517 0.54735 2.62519
C -4.41939 1.22033 1.41031
C -3.55392 0.81831 0.40219
C -1.54983 0.37099 -2.01688
C -1.59248 -0.05433 -3.34208
C -1.50383 0.86611 -4.37972
C -1.36136 2.21541 -4.10143
C -1.29311 2.64374 -2.78146
C -1.37665 1.72879 -1.74554
H 1.70377 -4.09218 0.34119
H -1.07172 -5.26170 -0.72791
H -2.89965 -5.54321 -1.88576
H -5.01676 -4.83414 -2.89529
H -5.61490 -2.42056 -2.93102
H -4.06929 -0.77586 -1.96913
H -2.08771 -1.79685 1.98185
H -3.61405 -1.08100 3.75705
H -5.11242 0.86005 3.40908
H -5.09235 2.05055 1.23964
H -3.56744 1.34335 -0.54276
H -1.70380 -1.10686 -3.56884
H -1.55315 0.52305 -5.40527
H -1.30320 2.93317 -4.90937
H -1.17985 3.69741 -2.55965
H -1.28634 2.06700 -0.72103
C 2.31627 1.49197 -3.68121
C 1.87933 0.28662 -2.89534
S 1.56136 0.48791 -1.21941
C 1.73187 -0.93862 -3.46888
C 1.99051 -1.18408 -4.93169
S 1.29352 -2.25145 -2.48700
H 2.23308 2.40247 -3.08953
H 1.69317 1.61250 -4.56976
H 3.35092 1.38421 -4.01545
H 1.36792 -0.52852 -5.54682
H 1.76687 -2.21494 -5.19609
H 3.03220 -0.98524 -5.19119
S 0.51348 -1.53938 2.08103
C 2.03773 -1.87698 2.83637
C 2.14058 -1.58610 4.22398
N 2.21696 -1.25614 5.32662
C 3.15651 -2.15887 2.11738
S 3.11990 -2.29879 0.41335
C 4.42509 -2.28255 2.77541
N 5.43498 -2.37278 3.31587
N 3.55686 1.31408 5.34524
C 2.55763 1.92018 4.40409
P 3.40666 1.87313 2.75294
O 4.84991 1.83892 3.13125
O 2.77092 0.88925 1.82914
C 3.05121 3.47420 1.88150
N 3.24079 3.09755 0.43728
H 4.47273 1.35773 4.83502
H 3.31313 0.32387 5.51812
H 3.62982 1.81074 6.22987
H 2.32313 2.93365 4.72440
H 1.64926 1.32564 4.39673
H 3.71868 4.29529 2.12728
H 2.00990 3.76738 2.01454
H 2.68850 2.22914 0.25555
H 4.21521 2.84033 0.26544
H 2.96919 3.83516 -0.21110
Cl -0.23043 1.89207 1.99721
C -1.45278 3.03282 2.57821
Cl -0.70493 4.43460 3.36906
H -2.08246 2.52068 3.29657
H -2.03093 3.39075 1.73364
*
```

Properties
Frontier orbital gap (spin up / spin down)   6.09 / 6.10 eV

***

Short version: *w* is the most stable of them.

***

*w*
The following is a DFT calculation (ωB97M-V/def2-TZVPD) of a molecular structure, C2H13FeO7.

ORCA input file:
```
! wB97M-V def2-TZVPD RIJCOSX def2/J DEFGRID3
* xyz 1 5
Fe 36.85502 16.25202 -29.02674
C 35.89945 13.69597 -25.60133
C 35.90979 14.79471 -26.65557
O 35.14724 15.74953 -26.49654
O 36.68017 14.67506 -27.67723
H 36.89171 13.67906 -25.15051
H 35.87703 12.73605 -26.11722
H 35.05035 13.68202 -24.91800
O 34.86947 16.49127 -29.45357
H 34.42367 17.32739 -29.58922
H 34.22833 15.83171 -29.71845
O 37.45365 17.76265 -30.45019
H 38.33085 18.14216 -30.39813
H 37.28766 17.66970 -31.38830
O 38.95125 16.13909 -28.87937
H 39.38509 16.32964 -29.71106
H 39.58414 15.60948 -28.39438
O 37.00993 17.67152 -27.50439
H 36.40224 17.75729 -26.76983
H 37.76390 18.20627 -27.25581
O 37.04507 14.80643 -30.55215
H 37.55956 15.02123 -31.33021
H 36.92853 13.85737 -30.59598
*
```

Properties
<S²>   6.01
Frontier orbital gap (spin up / spin down)   7.70 / 7.67 eV

***

*x*
The following is a DFT calculation (ωB97M-V/def2-TZVPD) of a molecular structure, C2H13FeO7.

ORCA input file:
```
! wB97M-V def2-TZVPD RIJCOSX def2/J DEFGRID3
* xyz 1 5
Fe -0.68313 0.15470 0.10169
C 3.12304 -0.87283 -1.20202
C 2.17469 0.27612 -0.90343
O 2.65042 1.31908 -0.50551
O 0.90053 0.08370 -1.07515
H 3.63095 -0.61478 -2.13387
H 2.60825 -1.82196 -1.31988
H 3.90202 -0.85071 -0.44509
O -2.51779 0.31920 1.33084
H -3.37040 -0.06901 1.10141
H -2.65831 0.77266 2.17103
O -0.30512 -1.71095 1.03346
H -0.97413 -2.36237 1.27351
H 0.54447 -2.15611 1.14527
O -1.96443 -0.89827 -1.22255
H -2.18067 -1.81142 -1.44528
H -2.59597 -0.36150 -1.71746
O 0.44624 0.96522 1.72703
H 0.90464 1.81726 1.71285
H 0.55873 0.62107 2.62014
O -1.21996 2.06885 -0.64363
H -1.55574 2.30169 -1.51714
H -1.41834 2.83038 -0.08621
*
```

Properties
<S²>   6.01
Frontier orbital gap (spin up / spin down)   7.84 / 7.84 eV

***

Short version: *x* is the most stable of them.

***

*w*
The following is a DFT calculation (ωB97M-V/def2-TZVPD) of C2H3BrO in the gas phase.

ORCA input file:
```
! wB97M-V def2-TZVPD RIJCOSX def2/J DEFGRID3
* xyz 0 1
C -0.68079 -0.23293 -0.06981
C 0.63869 0.44886 0.00257
O 0.89207 1.79446 0.06324
Br 2.15902 -0.63597 -0.00611
H -0.97737 -0.84688 0.84886
H -0.57693 -1.07470 -0.77380
H -1.45470 0.54715 -0.06497
*
```

Properties
Frontier orbital gap   10.32 eV
SMILES   CC(=O)Br

***

*x*
The following is a DFT calculation (ωB97M-V/def2-TZVPD) of C2H3BrO in the gas phase.

ORCA input file:
```
! wB97M-V def2-TZVPD RIJCOSX def2/J DEFGRID3
* xyz 0 1
C -0.75257 -0.25819 0.08487
C 0.65428 0.20232 0.00872
O 0.84535 1.77355 -0.22290
Br 2.23961 -0.74907 0.07187
H -1.21305 0.68445 -0.04386
H -0.93918 -0.83232 0.95785
H -0.83444 -0.82075 -0.85654
*
```

Properties
Frontier orbital gap   9.20 eV
SMILES   CC(=O)Br

***

Short version: *w* is the most stable of them.

***

*w*
The following is a DFT calculation (ωB97M-V/def2-TZVPD) of 2 unconnected molecules or ions with the total composition C5H12OSi.

ORCA input file:
```
! wB97M-V def2-TZVPD RIJCOSX def2/J DEFGRID3
* xyz 0 1
C 1.19654 -0.26476 -2.55548
Si 0.67988 -1.21496 -0.96431
C 1.49227 -0.44268 0.52320
O -0.22205 -2.46623 -0.97853
H 0.51963 0.54949 -2.56030
H 2.24087 0.20102 -2.59414
H 1.07846 -0.77371 -3.44281
H 2.47060 -0.96470 0.83885
H 1.48607 0.58412 0.40697
H 0.86118 -0.66774 1.36150
C -0.90647 1.28929 -0.00187
C -1.19025 1.06979 1.28253
C -1.58977 -0.18125 1.87059
H -0.67431 2.23901 -0.32495
H -1.17335 0.56811 -0.75289
H -1.11715 1.84480 2.07260
H -1.05525 -0.26055 2.74101
H -2.62263 -0.07161 1.98549
H -1.47429 -1.03745 1.09254
*
```

Properties
Frontier orbital gap   10.52 eV
SMILES   C[Si](C)=O.C=CC

***

*x*
The following is a DFT calculation (ωB97M-V/def2-TZVPD) of C5H12OSi in the gas phase.

ORCA input file:
```
! wB97M-V def2-TZVPD RIJCOSX def2/J DEFGRID3
* xyz 0 1
C 1.81709 1.23748 -0.20246
C 0.99283 -0.01530 0.02360
C 1.85714 -1.20597 -0.28723
O 0.34635 -0.06038 1.38340
Si -0.85454 -0.03442 0.19020
C -1.87107 -1.68501 0.12687
C -1.91694 1.60776 0.19408
H 1.55408 2.04247 0.42097
H 1.56058 1.56045 -1.24336
H 2.96584 1.07494 -0.23986
H 1.42614 -2.14245 0.05670
H 2.83797 -1.22675 0.23487
H 2.05662 -1.19046 -1.42730
H -2.55736 -1.58837 0.97613
H -2.67255 -1.72701 -0.75344
H -1.40833 -2.63646 -0.01468
H -1.43519 2.43529 -0.38618
H -2.90394 1.35577 -0.19422
H -1.79472 2.19843 1.14192
*
```

Properties
Frontier orbital gap   9.60 eV
SMILES   CC1(C)O[Si]1(C)C

***

*y*
The following is a DFT calculation (ωB97M-V/def2-TZVPD) of 2 unconnected molecules or ions with the total composition C5H12OSi.

ORCA input file:
```
! wB97M-V def2-TZVPD RIJCOSX def2/J DEFGRID3
* xyz 0 1
C -1.27490 0.84854 -0.84384
Si -1.62134 -0.52728 0.59171
C -1.08663 0.08505 2.29363
O -3.20259 -0.81159 0.68643
H -0.23623 0.87547 -1.26128
H -1.98604 0.69562 -1.59606
H -1.34865 1.78728 -0.47969
H -0.82691 -1.62246 0.06586
H -0.02189 0.34221 2.17688
H -1.79897 0.82643 2.68805
H -1.09226 -0.61771 3.09238
H -4.04064 -0.77410 0.15004
C 2.54712 1.52266 -0.84038
C 2.52038 0.33734 -0.91138
C 2.63124 -1.13683 -1.17890
H 2.69596 2.56707 -0.77841
H 3.41169 -1.56227 -0.50040
H 3.04822 -1.16284 -2.18182
H 1.68245 -1.67263 -1.17282
*
```

Properties
Frontier orbital gap   10.61 eV
SMILES   C[SiH](C)O.C#CC

***

Short version: *x* is the most stable of them.